# 1
# C5H7F2N

An isolated molecule of C5H7F2N at a distorted geometry (ωB97M-V/def2-TZVPD, the OMol25 dataset).

Atoms and positions in Å:
C  -0.939  1.904  0.156
C  -0.365  0.741  0.072
C  1.157  0.534  0.027
N  1.339  -0.861  0.349
C  0.207  -1.506  -0.261
C  -0.981  -0.599  0.098
F  -2.084  -0.717  -0.702
F  -1.452  -0.912  1.320
H  -2.004  2.030  0.130
H  -0.373  2.786  0.162
H  1.628  1.164  0.810
H  1.479  0.853  -0.950
H  2.187  -1.332  0.102
H  0.005  -2.555  0.060
H  0.195  -1.529  -1.373

## Properties
Net charge: 0
SMILES: C=C1CNCC1(F)F
ΔE to the lowest compared entry with this formula, charge and spin in kcal/mol: 0.0
DFT total energy in eV: -12222.682
Lowest unoccupied orbital energy in eV: 0.9
HOMO-LUMO gap in hartree: 0.377

Per-atom natural (NBO) charges, elementary charge units:
1 C -0.3307
2 C -0.0694
3 C -0.2544
4 N -0.6130
5 C -0.2758
6 C 0.6479
7 F -0.3396
8 F -0.3318
9 H 0.2101
10 H 0.1957
11 H 0.2098
12 H 0.1827
13 H 0.3784
14 H 0.2184
15 H 0.1719



# 2
# C5H7F3IN4O

The ion C5H7F3IN4O with charge +1 at a distorted geometry (ωB97M-V/def2-TZVPD, the OMol25 dataset).

Atoms and positions in Å:
O  2.792  -1.484  -1.454
N  3.074  -0.410  -0.691
C  2.022  0.375  -0.287
N  0.651  -0.081  -0.736
C  -0.222  0.987  -0.070
C  -1.840  0.810  -0.282
C  -2.216  -0.783  -0.485
C  -2.040  -1.702  0.861
F  -2.796  -1.151  2.022
F  -2.541  -3.079  0.495
F  -0.640  -1.890  1.314
N  0.592  2.034  0.684
I  -0.162  3.683  1.690
N  1.941  1.634  0.547
H  3.484  -2.176  -1.233
H  4.050  -0.162  -0.391
H  -2.249  1.404  -1.234
H  -2.492  1.194  0.630
H  -1.639  -1.194  -1.435
H  -3.378  -0.803  -0.758
H  2.779  2.130  0.965

## Properties
Net charge: +1
SMILES: ONc1nc(CCC(F)(F)F)n(I)[nH+]1
DFT total energy in eV: -29545.035
Lowest unoccupied orbital energy in eV: -5.2
HOMO-LUMO gap in hartree: 0.278

Per-atom natural (NBO) charges, elementary charge units:
1 O -0.4681
2 N -0.2758
3 C 0.5499
4 N -0.4555
5 C 0.4650
6 C -0.4893
7 C -0.4930
8 C 0.9938
9 F -0.3398
10 F -0.3387
11 F -0.3426
12 N -0.4183
13 I 0.5397
14 N -0.4299
15 H 0.5015
16 H 0.4141
17 H 0.2867
18 H 0.2742
19 H 0.2869
20 H 0.2780
21 H 0.4611